(1)
Here is a cluster of 2 separate species, C3H5I3Si in total in a non-equilibrium geometry from the OMol25 dataset. Energies are from ωB97M-V with the def2-TZVPD basis set.

ORCA input file:
```
! wB97M-V def2-TZVPD RIJCOSX def2/J DEFGRID3
* xyz 0 1
I 3.463 -0.773 -1.267
I 1.859 -3.977 0.543
I 2.355 -0.497 2.564
Si 1.738 -1.494 0.380
C -0.598 1.053 0.080
C -1.824 1.571 -0.458
C 0.101 -1.065 -0.245
H -2.281 0.921 -1.200
H -2.544 1.680 0.363
H -1.671 2.573 -0.876
H -0.806 -1.619 -0.378
H 0.208 1.627 0.494
*
```

- LUMO (alpha / beta): -0.37 / -1.33 eV

(2)
Here is a cluster of 9 separate species, C41H83IO21P in total in a non-equilibrium geometry from the OMol25 dataset. Energies are from ωB97M-V with the def2-TZVPD basis set.

ORCA input file:
```
! wB97M-V def2-TZVPD RIJCOSX def2/J DEFGRID3
* xyz -1 1
I -1.101 1.967 4.329
P 2.946 1.570 2.447
O 7.551 3.664 0.505
O 6.174 -1.834 -0.483
O 3.160 2.688 1.128
O -3.132 6.434 4.193
O 9.752 4.038 0.699
O 5.150 -2.707 -2.274
O -3.549 -3.401 0.260
O -3.343 -1.186 0.534
O -5.744 -7.395 -1.677
O 1.538 0.804 1.760
O 1.804 -2.757 1.461
O -3.489 6.495 6.404
O 0.718 4.056 -1.302
O -11.476 -8.033 -3.552
O 3.860 1.415 -0.645
O 0.064 -2.045 2.966
O 13.674 6.774 -1.945
O -9.275 -7.659 -3.359
O -5.950 -9.610 -1.950
O 13.543 8.972 -1.529
O -1.222 4.806 -2.137
C 5.869 3.552 -1.251
C -5.416 -2.124 1.219
C 13.887 5.412 -1.531
C -4.129 6.019 7.602
C 1.372 0.952 0.302
C 8.603 5.414 -0.861
C 13.539 7.819 -1.100
C 0.571 -2.259 1.572
C -7.817 -8.333 -0.991
C -7.642 -11.209 -2.663
C 7.313 -2.610 1.524
C -1.182 1.575 1.168
C -1.469 2.780 2.285
C -3.243 5.028 8.332
C 8.674 4.345 0.190
C -4.020 -2.205 0.675
C -0.020 5.008 -1.554
C 2.626 1.988 -0.087
C 6.221 4.068 0.130
C 6.307 -1.640 0.937
C -4.163 -4.667 0.561
C 1.563 -0.342 -0.687
C -5.241 -5.000 -0.453
C 5.341 -2.727 -1.059
C -12.806 -7.629 -3.927
C -2.018 6.622 -3.549
C -3.548 5.874 5.207
C -6.421 -8.414 -1.536
C 12.567 4.719 -1.253
C -6.565 -10.876 -1.649
C 0.205 -1.215 -0.966
C -13.158 -8.145 -5.309
C 0.439 6.416 -1.310
C 13.287 7.547 0.354
C -4.040 4.457 5.148
C -10.423 -6.283 -4.919
C -10.353 -7.352 -3.868
C -0.467 -1.911 0.354
C 4.729 -3.801 -0.207
C 0.058 1.919 0.153
C -2.237 5.816 -2.284
H 4.146 0.579 -0.171
H -6.933 -10.902 -0.619
H 7.647 5.930 -0.896
H 5.982 2.464 -1.294
H -8.064 -12.199 -2.466
H 6.096 5.151 0.220
H -4.788 4.223 5.901
H -0.921 -2.953 -0.010
H -12.930 -6.546 -3.838
H 2.104 2.569 3.056
H -2.607 3.102 2.268
H -12.498 -7.728 -6.074
H -7.230 -11.196 -3.677
H -6.107 -1.897 0.406
H -3.192 5.286 -2.358
H 14.387 4.909 -2.366
H 6.992 -3.647 1.398
H -8.137 -9.234 -0.473
H -4.285 6.896 8.239
H -0.750 3.700 2.151
H 12.211 7.512 0.533
H 2.483 -0.956 -0.300
H -5.123 5.616 7.386
H -14.190 -7.888 -5.565
H 13.723 8.363 0.940
H 4.544 -3.493 0.819
H -2.824 7.347 -3.688
H 6.529 3.969 -2.016
H -5.771 -11.628 -1.712
H 5.543 3.618 0.864
H 1.081 6.421 -0.422
H -13.044 -9.233 -5.351
H -0.382 1.995 -0.935
H 7.455 -2.419 2.592
H -0.648 -0.597 -1.527
H 0.420 3.023 0.429
H -2.166 1.530 0.502
H -1.983 5.962 -4.422
H 0.512 -2.097 -1.701
H -10.200 -6.721 -5.893
H -3.369 -5.419 0.499
H 1.894 0.099 -1.746
H -4.531 -4.693 1.591
H 3.825 0.526 1.984
H -3.191 3.778 5.242
H 8.826 4.976 -1.835
H 4.837 3.809 -1.507
H 2.198 2.787 -0.829
H -1.063 0.589 1.787
H 9.353 6.177 -0.629
H 8.279 -2.513 1.017
H 2.796 0.781 3.644
H 5.334 -1.690 1.435
H 1.015 6.761 -2.170
H -2.302 6.444 -1.390
H -1.401 -1.261 0.679
H 3.751 -4.061 -0.627
H -4.829 -4.987 -1.467
H -6.052 -4.267 -0.432
H 4.173 2.096 3.052
H -5.452 -1.318 1.959
H -9.673 -5.520 -4.687
H 12.731 3.668 -0.997
H 14.577 5.360 -0.683
H -2.268 5.476 8.551
H -3.707 4.715 9.271
H -5.663 -5.989 -0.256
H 5.372 -4.683 -0.223
H -0.932 -1.825 2.906
H 11.916 4.772 -2.131
H -1.068 7.162 -3.523
H -0.371 7.110 -1.101
H -4.524 4.298 4.179
H -11.379 -5.767 -4.954
H 6.672 -0.617 1.077
H 12.029 5.196 -0.430
H -8.508 -8.106 -1.805
H 13.753 6.633 0.715
H -7.854 -7.527 -0.251
H -8.453 -10.476 -2.642
H -13.484 -8.079 -3.194
H -5.735 -3.025 1.738
H -3.052 4.138 7.727
*
```

- LUMO: 1.17 eV